(1)
{"formula": "C8H10O", "method": "wB97M-V/def2-TZVPD", "max_force_ev_per_a": 1.016, "homo_ev": -9.64, "total_charge": 0, "orbital_gap_ev": 10.02, "lumo_ev": 0.4, "relative_energy_ev": 4.124, "smiles": "C#CC(C)=O.C#CCC", "symbols": ["O", "C", "C", "C", "C", "C", "C", "C", "C", "H", "H", "H", "H", "H", "H", "H", "H", "H", "H"], "coordinates": [[0.549548, 0.449942, 1.466045], [-0.620424, 0.556503, -1.566918], [-1.898181, 0.523860, -0.878964], [2.601275, -0.773245, 1.683933], [-2.132107, 1.828909, -0.121890], [0.268856, -2.481846, -0.324419], [0.701219, -1.595494, 0.359754], [0.417739, 0.616808, -2.142719], [1.199433, -0.524302, 1.186489], [-1.894324, -0.316373, -0.178663], [2.552941, -1.447399, 2.542071], [3.046053, 0.159854, 2.008185], [-3.140893, 1.859915, 0.287399], [-2.693863, 0.358156, -1.609663], [1.357895, 0.689035, -2.617007], [-2.008491, 2.690340, -0.794013], [-1.411489, 1.921516, 0.686155], [-0.106507, -3.269926, -0.909527], [3.211319, -1.246254, 0.923751]], "forces_ev_per_a": [[-0.1734, 0.0900, 0.0300], [-0.7246, -0.0923, 0.1433], [-0.0967, 0.0527, 0.1841], [-0.0709, 0.2549, 0.2504], [-0.0811, 0.3434, -0.1757], [0.3569, 0.4171, 0.5332], [-0.7286, -0.5238, -0.4767], [0.7772, 0.1381, -0.3857], [0.7365, -0.0454, 0.2903], [-0.0885, 0.0193, -0.0784], [-0.0397, -0.0519, -0.0336], [0.0621, 0.1479, 0.0475], [-0.0153, -0.0069, 0.0714], [0.0217, -0.0589, 0.0383], [0.2324, -0.0139, -0.1779], [-0.0603, -0.2425, 0.1838], [0.0073, 0.0266, 0.0446], [-0.1880, -0.3724, -0.3421], [0.0731, -0.0819, -0.1468]]}

***

(2)
{"formula": "C8H10O2", "method": "wB97M-V/def2-TZVPD", "max_force_ev_per_a": 8.293, "homo_ev": -10.06, "total_charge": 0, "orbital_gap_ev": 10.74, "lumo_ev": 0.7, "relative_energy_ev": 4.912, "smiles": "C#C[C@@H]1OC(=O)[C@H](C)[C@H]1C", "symbols": ["O", "O", "C", "C", "C", "C", "C", "C", "C", "C", "H", "H", "H", "H", "H", "H", "H", "H", "H", "H"], "coordinates": [[0.274291, 2.300149, -0.724724], [-1.568116, 3.153935, 0.185311], [3.032321, 1.728565, 0.665692], [0.000344, -1.511035, -0.884052], [-2.390091, 0.391006, 0.673979], [-1.321270, 0.658732, -0.247792], [0.784817, 0.937682, -0.682834], [-0.085339, -0.064818, -0.170345], [1.935864, 1.378943, 0.285942], [-0.943704, 2.121240, -0.186856], [-2.676334, -0.608204, 0.543157], [-3.077821, 1.306324, 0.399002], [-0.253555, -1.674421, -1.985972], [3.946964, 2.231280, 1.045388], [1.311669, 0.625468, -1.596780], [-1.633883, 0.413166, -1.290386], [-2.194877, 0.518709, 1.779993], [0.223446, -0.436552, 0.722907], [-0.660143, -2.117703, -0.310557], [0.991967, -1.975031, -0.801811]], "forces_ev_per_a": [[-1.9292, -1.8775, -0.7913], [1.4990, -4.3669, -0.9851], [0.2197, 0.7778, 0.5148], [0.0219, 0.8989, -1.4702], [-2.2506, 2.8157, 1.9369], [-1.1265, 0.9251, -0.9666], [7.6598, 3.0928, 0.7334], [0.2891, -3.7785, -2.3629], [0.9916, -1.7617, -1.2724], [-2.0049, 5.5673, 0.1362], [-1.4993, -1.1924, -0.2571], [0.0838, -2.4636, 0.8378], [-0.0180, 0.9203, 1.3106], [-1.3108, -0.8828, -0.4346], [-0.4951, 0.6381, -0.1193], [-0.4471, 0.8309, 0.4031], [0.3983, 0.0247, -1.2403], [0.5771, 0.0537, 3.3525], [-0.6213, -0.7091, 0.3411], [-0.0377, 0.4872, 0.3333]]}

***

(3)
{"formula": "C8H10O4SSm", "method": "wB97M-V/def2-TZVPD", "max_force_ev_per_a": 8.384, "homo_ev": [-18.31, -18.35], "total_charge": 3, "orbital_gap_ev": [3.72, 4.27], "multiplicity": 6, "lumo_ev": [-14.6, -14.1], "symbols": ["Sm", "S", "O", "O", "O", "O", "C", "C", "C", "C", "C", "C", "C", "C", "H", "H", "H", "H", "H", "H", "H", "H", "H", "H"], "coordinates": [[0.520350, -0.014573, 0.305817], [-0.408907, -0.054906, 2.682419], [-2.809037, -0.097140, -1.109573], [0.102751, -3.470147, -0.645558], [3.940129, -0.039181, -0.783225], [0.088535, 3.451951, -0.742171], [-1.788412, -0.072052, -0.557625], [0.239801, 2.399313, -0.256989], [2.915981, -0.022111, -0.228094], [-2.153808, -0.004991, 3.055916], [1.068802, 0.140223, 3.892765], [0.251528, -2.424454, -0.170648], [0.249447, -0.722362, -4.636414], [0.244528, 0.615486, -4.635770], [-0.676336, 1.160102, -4.467935], [-2.610050, 0.873213, 2.540390], [-2.141315, 0.085111, 4.157665], [1.173190, -1.265809, -4.486012], [2.032288, 0.137793, 3.347361], [-0.668334, -1.273131, -4.470308], [-2.605769, -0.959685, 2.689643], [0.906256, 1.080482, 4.413533], [1.163282, 1.166184, -4.483025], [0.965100, -0.689305, 4.587847]], "forces_ev_per_a": [[0.3344, 0.0963, 1.1820], [2.1376, -0.0840, -1.0983], [5.1078, 0.1281, 2.9074], [0.7350, 5.0173, 2.4898], [-5.5409, 0.0936, 3.1878], [0.8698, -5.9629, 2.9148], [-6.6994, -0.1835, -3.6909], [-1.0723, 7.4300, -3.3708], [7.4951, -0.0823, -3.7571], [-0.9002, 0.0732, 0.6731], [-1.2343, 0.0838, 0.5283], [-0.9636, -6.5755, -2.9577], [-0.0125, 0.2550, 1.5360], [-0.0120, -0.2513, 1.5499], [-0.0943, 0.1286, -0.6897], [0.4075, -0.5577, 0.7122], [-0.7977, -0.0439, -0.4671], [0.0944, -0.1479, -0.6881], [-0.6996, -0.1312, -0.0538], [-0.0771, -0.1307, -0.6874], [0.4218, 0.7054, 0.6221], [0.1196, 0.1041, -0.0724], [0.1113, 0.1485, -0.6932], [0.2698, -0.1128, -0.0768]]}

***

(4)
{"formula": "C8H10O5SSm", "method": "wB97M-V/def2-TZVPD", "max_force_ev_per_a": 7.304, "homo_ev": [-21.47, -21.47], "total_charge": 3, "orbital_gap_ev": [7.79, 8.02], "multiplicity": 6, "lumo_ev": [-13.7, -13.5], "relative_energy_ev": 0.000, "symbols": ["Sm", "S", "O", "O", "O", "O", "O", "C", "C", "C", "C", "C", "C", "C", "C", "H", "H", "H", "H", "H", "H", "H", "H", "H", "H"], "coordinates": [[-0.223160, 0.647964, -0.683049], [0.961261, -0.941199, 2.230885], [-3.733331, 1.705328, -0.385280], [-0.382053, 3.282460, 1.725745], [-0.146440, 4.231239, -1.717847], [0.302054, -0.770991, 0.817351], [2.937487, 2.492190, -0.881220], [-2.640879, 1.387355, -0.543497], [-0.500656, -1.117833, 3.273921], [-0.366069, 2.439022, 0.937335], [-0.302393, 0.015166, -3.833341], [1.966326, 1.861868, -0.873142], [-0.261611, 3.090477, -1.557341], [-0.346986, -1.191249, -3.215929], [1.496311, -2.625815, 2.075149], [-1.213554, 0.567217, -4.083687], [0.640020, 0.574730, -3.903092], [-1.300515, -1.690147, -3.026078], [0.571018, -1.673460, -2.854599], [-1.208850, -1.778722, 2.772483], [-0.153351, -1.512150, 4.230951], [2.327899, -2.648689, 1.344224], [0.657668, -3.238836, 1.696360], [-0.937670, -0.124184, 3.397123], [1.857474, -2.981741, 3.056573]], "forces_ev_per_a": [[-0.0131, -3.4715, -1.9872], [-0.1134, -0.9835, 1.0933], [4.4378, -1.2819, -0.7205], [0.0244, -3.7391, -3.5427], [-0.5788, -5.2418, 0.6076], [-0.5027, 1.3765, -1.1681], [-4.6231, -3.0257, -0.0272], [-5.6470, 1.5769, 0.8054], [0.3102, 0.1894, -0.2879], [-0.0107, 4.9956, 5.3283], [-0.0221, 0.3623, 1.7235], [6.0482, 3.3853, 0.1096], [0.2803, 6.2713, -1.3695], [0.0318, 0.8851, 0.5420], [0.3815, -0.6211, -0.1013], [0.2368, -0.3898, -0.4543], [-0.1856, -0.3868, -0.5645], [0.2708, -0.1290, -0.3260], [-0.2859, -0.0958, -0.4324], [0.1501, -0.1625, 0.1196], [-0.1527, 0.0295, 0.0419], [-0.3374, 0.0881, 0.4720], [0.3104, 0.3095, 0.3399], [0.1320, -0.0811, 0.1762], [-0.1417, 0.1402, -0.3778]]}

***

(5)
{"formula": "C8H10S", "method": "wB97M-V/def2-TZVPD", "max_force_ev_per_a": 6.359, "homo_ev": -8.11, "total_charge": 0, "orbital_gap_ev": 8.99, "lumo_ev": 0.9, "relative_energy_ev": 3.557, "smiles": "CC1(C)Cc2sccc21", "symbols": ["S", "C", "C", "C", "C", "C", "C", "C", "C", "H", "H", "H", "H", "H", "H", "H", "H", "H", "H"], "coordinates": [[-2.991911, 0.604858, -0.116986], [-0.607201, -0.399030, 0.015836], [0.711049, 0.296111, 0.002173], [1.464168, -0.074639, 1.322030], [-1.412220, -1.510702, -0.021538], [-1.354329, 0.851581, 0.052560], [-0.147631, 1.724122, 0.044695], [-2.755137, -1.147442, -0.180583], [1.631797, 0.063803, -1.135817], [2.005847, -0.941564, 0.937554], [0.147676, 2.151777, -0.909921], [2.124403, -0.824591, -1.072732], [1.021374, -0.035141, -2.168786], [-3.722271, -1.587567, -0.110969], [0.642348, -0.408658, 2.098623], [2.280254, 0.784508, -1.340911], [2.076783, 0.850967, 1.613351], [0.198492, 2.197934, 0.959414], [-1.313497, -2.596327, 0.012004]], "forces_ev_per_a": [[-0.0791, -0.8632, -0.0649], [-2.1467, 3.7177, -0.2256], [-0.3953, 0.5212, 2.1485], [-1.6094, 1.0915, 0.1335], [-2.8777, -1.6135, -0.6905], [2.0438, -3.2570, -0.2668], [2.4457, -2.1685, -0.4713], [0.4518, 2.4392, 0.6872], [-5.3280, -0.8693, -3.3606], [0.5755, 0.0616, 1.1686], [-0.4828, 0.9667, 0.2095], [1.4245, -2.5983, 0.3740], [1.0566, 0.2626, 2.1576], [-0.0537, -1.2127, -0.1078], [2.0569, 0.9102, -1.1551], [2.9643, 3.3578, -0.3899], [-0.4782, -1.8372, 0.0527], [-0.5640, 0.7375, -0.1958], [0.9958, 0.3535, -0.0033]]}